# 1
ORCA calculation (ωB97M-V with the def2-TZVPD basis set) on C18H15N3O4 in the gas phase in a non-equilibrium geometry.

Structure (XYZ):
```
40
C18H15N3O4 | the OMol25 dataset | ωB97M-V with the def2-TZVPD basis set
O 0.78199 -1.03612 -2.99424
O 1.51224 -1.08954 5.29096
O 2.31691 0.86364 5.76381
O -1.36623 -2.56304 -2.92265
C 0.47052 -0.38920 -2.00779
C 1.20342 0.36702 0.13752
C -0.03741 0.89678 0.38723
C -4.39066 -0.83086 -3.90719
C -4.11044 0.50109 -3.56432
C 4.37379 -0.27327 2.06947
C -3.44472 -1.81683 -3.64997
C 3.51877 -0.04917 1.01153
C -2.89795 0.80345 -2.91865
C 3.91531 -0.17110 3.40239
C -2.27160 -1.54248 -3.00581
C 2.15451 0.19719 1.25202
C -1.95070 -0.21715 -2.59707
C 2.56545 0.03521 3.67915
C 1.66943 0.25655 2.59408
N 1.49748 -0.11793 -1.13157
N -0.79887 0.20489 -1.89000
N 2.11246 -0.05120 5.00648
C -1.04894 1.06585 -0.73294
C -0.37031 1.42342 1.78951
C 0.21969 0.52056 2.84940
H -0.46959 -2.14955 -3.10738
H -5.30512 -1.11007 -4.47131
H -4.87000 1.27042 -3.73195
H 5.46213 -0.47705 1.91323
H -3.72687 -2.83080 -3.93246
H 3.95134 -0.00314 0.02681
H -2.76799 1.83121 -2.61241
H 4.59867 -0.28381 4.26162
H 2.26252 -0.70001 -1.30533
H -1.00710 2.12453 -1.12021
H -2.02692 0.91492 -0.31533
H 0.01183 2.42614 1.90408
H -1.47468 1.45682 1.94163
H 0.03922 0.99603 3.79551
H -0.30154 -0.45344 2.84213
```

Properties
Gap between HOMO and LUMO in eV: 8.183
HOMO energy in eV: -8.4418
Energy in hartree: -1160.07361
Structure (SMILES): O=C1NC2=C(CCc3c2cccc3[N+](=O)[O-])CN1c1ccccc1O
Max |F| in eV Å⁻¹: 4.4



# 2
ORCA calculation (ωB97M-V with the def2-TZVPD basis set) on a 3-piece molecular cluster, C18H15N3O6 overall in a non-equilibrium geometry.

Structure (XYZ):
```
42
C18H15N3O6 | the OMol25 dataset | ωB97M-V with the def2-TZVPD basis set
C -0.06676 4.59290 2.21466
C -1.12946 3.69579 2.22117
C -0.90811 2.34551 2.57768
C 0.40086 1.91447 3.10194
C 1.46175 2.84615 3.01989
C 1.19733 4.14127 2.54841
N 0.69959 0.54801 3.67488
O 1.84286 0.09477 3.57281
O -0.26584 -0.15439 4.14809
H -0.23495 5.65358 2.10036
H -2.14856 3.98110 2.00570
H -1.76604 1.69614 2.48453
H 2.47198 2.58946 3.30262
H 2.03579 4.80420 2.70302
C 0.69094 -3.97820 2.01952
C 0.34805 -2.77383 1.38156
C 0.60291 -2.75769 -0.02027
C 0.84149 -3.95294 -0.72242
C 1.14674 -5.08356 -0.04124
C 1.12695 -5.11490 1.37093
N 0.84132 -3.95703 -2.21905
O 0.32962 -3.02683 -2.74509
O 1.17234 -4.97648 -2.81331
H 0.79762 -4.02947 3.09302
H 0.00794 -1.84203 1.80874
H 0.49765 -1.74366 -0.37672
H 1.47667 -5.98728 -0.53200
H 1.45607 -6.00160 1.89231
C -0.60475 1.50710 -4.80332
C -1.44738 2.34141 -4.13240
C -1.72616 2.16688 -2.78412
C -1.27453 1.03071 -2.11757
C -0.47931 0.08783 -2.82148
C -0.06072 0.40377 -4.11101
N -1.61038 0.77534 -0.71152
O -1.29383 -0.28809 -0.23140
O -2.24630 1.62213 -0.17471
H -0.34539 1.79739 -5.81072
H -1.95463 3.10863 -4.69851
H -2.27738 2.94220 -2.27281
H -0.20381 -0.84767 -2.35742
H 0.59792 -0.17130 -4.74495
```

Properties
Gap between HOMO and LUMO (alpha / beta) in eV: 3.155 / 6.622
2S+1: 2
HOMO energy (alpha / beta) in eV: -1.3817 / -4.8185
Energy in hartree: -1310.33007
Max |F| in eV Å⁻¹: 4.4
Net charge: -1



# 3
ORCA calculation (ωB97M-V with the def2-TZVPD basis set) on C18H15PS4SnTe4 as an isolated structure.

Structure (XYZ):
```
43
C18H15PS4SnTe4 | the OMol25 dataset | ωB97M-V with the def2-TZVPD basis set
Sn 0.43777 0.59660 1.01350
Te 3.01265 1.94114 1.14402
Te 4.39132 1.23367 3.40662
Te 2.75778 -0.47950 4.83502
Te 0.33089 -0.75205 3.60067
S -2.21309 0.83595 1.58420
S -2.84824 1.48921 -0.31190
S -1.26968 1.15482 -1.61800
S 0.15823 2.56032 -1.13670
C -0.25978 -6.89372 0.75386
C -0.75342 -5.95964 1.64980
C -0.68031 -4.60223 1.35013
C -0.13482 -4.16604 0.14651
C 0.35259 -5.11715 -0.74952
C 0.29784 -6.46800 -0.44819
P -0.12010 -2.32111 -0.12919
C 1.51523 -2.12535 -0.94124
C 2.61788 -2.81566 -0.43913
C 3.88914 -2.57769 -0.94069
C 4.07787 -1.63507 -1.94142
C 2.99191 -0.91900 -2.42366
C 1.72079 -1.15524 -1.92229
C -1.32495 -2.33956 -1.53321
C -2.65180 -2.10517 -1.18460
C -3.63796 -2.04824 -2.15920
C -3.31130 -2.24555 -3.49247
C -1.99507 -2.51747 -3.84454
C -1.00920 -2.56773 -2.87004
H -0.30268 -7.95128 0.98748
H -1.18714 -6.28096 2.58919
H -1.02892 -3.86454 2.06470
H 0.78480 -4.79386 -1.68962
H 0.69075 -7.19421 -1.15065
H 2.48448 -3.53192 0.36280
H 4.73560 -3.11737 -0.53368
H 5.07092 -1.44660 -2.33117
H 3.13181 -0.15497 -3.17802
H 0.88457 -0.56667 -2.28152
H -2.90100 -1.90926 -0.14680
H -4.65461 -1.80617 -1.87593
H -4.07560 -2.17544 -4.25743
H -1.73202 -2.67681 -4.88398
H 0.01708 -2.75996 -3.15810
```

Properties
Gap between HOMO and LUMO in eV: 4.872
HOMO energy in eV: -0.7449
Energy in hartree: -3915.56414
Max |F| in eV Å⁻¹: 1.0
Net charge: -2